Record 1
{
  "formula": "C7H31NO9",
  "method": "the ωB97M-V functional and the def2-TZVPD basis",
  "spin_multiplicity": 2,
  "largest_force_ev_per_a": 7.099,
  "lumo_energy_ev": [-3.026, -8.509],
  "charge": 1,
  "e_above_lowest_kj_mol": 187.7,
  "e_homo_ev": [-12.73, -12.55],
  "elements": ["C", "C", "C", "C", "C", "C", "C", "N", "H", "H", "H", "H", "H", "H", "H", "H", "H", "H", "H", "H", "H", "H", "H", "O", "H", "H", "O", "H", "H", "O", "H", "H", "O", "H", "H", "O", "H", "H", "O", "H", "H", "O", "H", "H", "O", "H", "H", "O"],
  "xyz": [[-0.11, 2.30, 0.38], [0.85, 1.09, -0.16], [0.61, -0.34, 0.46], [0.55, 0.16, 2.87], [0.99, -0.64, 1.89], [1.90, -1.77, 1.87], [3.12, -1.61, 1.37], [-1.53, 2.00, -0.07], [0.05, 2.36, 1.63], [0.29, 3.16, -0.23], [0.87, 1.30, -1.24], [1.83, 1.52, -0.01], [-0.45, -0.48, 0.32], [0.77, -1.21, -0.21], [-0.28, 0.73, 2.77], [1.05, 0.12, 3.86], [1.50, -2.65, 2.20], [3.45, -0.62, 1.09], [3.85, -2.35, 1.23], [-2.15, 2.84, -0.11], [-1.94, 1.26, 0.49], [-4.12, -0.68, 1.06], [-2.54, -0.84, 0.76], [-3.26, -0.67, 1.44], [-1.16, -0.63, -3.48], [-0.35, 0.11, -2.55], [-0.64, -0.80, -2.71], [-0.66, 2.67, -4.50], [-1.88, 2.06, -4.09], [-1.08, 1.79, -4.45], [1.41, 3.83, 2.66], [2.06, 2.60, 3.61], [1.35, 3.18, 3.41], [0.91, 2.18, -3.15], [1.96, 2.84, -3.93], [1.15, 2.97, -3.64], [-1.53, -1.56, -1.19], [-1.67, -2.87, -0.24], [-2.11, -2.00, -0.53], [-2.27, -2.19, 1.80], [-2.85, -3.19, 2.88], [-2.33, -3.12, 2.17], [2.60, 0.22, -1.72], [2.86, -0.42, -2.97], [2.53, 0.41, -2.68], [-0.45, -4.33, 0.81], [-1.96, -4.41, 0.73], [-1.19, -4.32, 0.12]],
  "nbo_charge": [-0.32, -0.40, -0.51, -0.36, 0.01, -0.23, -0.34, -0.37, 0.36, 0.25, 0.24, 0.23, 0.22, 0.27, 0.19, 0.22, 0.22, 0.18, 0.22, 0.42, 0.42, 0.50, 0.49, -1.00, 0.49, 0.47, -0.94, 0.50, 0.45, -0.95, 0.49, 0.50, -0.96, 0.47, 0.47, -0.93, 0.50, 0.51, -1.04, 0.50, 0.48, -0.99, 0.46, 0.49, -0.94, 0.48, 0.51, -0.94]
}

***

Record 2
{
  "formula": "C7H32O11",
  "method": "the ωB97M-V functional and the def2-TZVPD basis",
  "largest_force_ev_per_a": 2.190,
  "smiles": "C/C=C(\\C)CCC=O.O.O.O.O.O.O.O.O.O.O",
  "lumo_energy_ev": 0.141,
  "charge": 0,
  "e_above_lowest_kj_mol": 128.2,
  "e_homo_ev": -8.95,
  "elements": ["C", "C", "C", "C", "C", "C", "C", "O", "H", "H", "H", "H", "H", "H", "H", "H", "H", "H", "H", "H", "O", "H", "H", "O", "H", "H", "O", "H", "H", "O", "H", "H", "O", "H", "H", "O", "H", "H", "O", "H", "H", "O", "H", "H", "O", "H", "H", "O", "H", "H"],
  "xyz": [[-1.76, -1.28, -2.16], [-0.91, -0.90, -0.97], [-1.25, -1.06, 0.31], [-2.30, -2.07, 0.74], [-0.43, -0.54, 1.45], [-1.19, 0.67, 2.16], [-0.11, 1.57, 2.71], [0.71, 1.22, 3.53], [-2.64, -1.91, -1.97], [-2.10, -0.42, -2.74], [-1.05, -1.83, -2.77], [-0.06, -0.33, -1.30], [-2.59, -1.89, 1.78], [-3.25, -1.84, 0.23], [-2.12, -3.13, 0.61], [-0.18, -1.33, 2.15], [0.53, -0.08, 1.23], [-1.75, 0.29, 3.02], [-1.89, 1.12, 1.47], [-0.11, 2.59, 2.30], [2.83, 0.90, 1.99], [2.39, 0.91, 2.84], [2.93, -0.04, 1.78], [-0.73, 2.97, -0.39], [-0.47, 3.20, -1.29], [-1.52, 2.42, -0.50], [0.40, -0.40, -3.70], [1.07, -0.41, -2.99], [0.96, -0.59, -4.46], [1.71, 1.71, -0.29], [0.89, 2.23, -0.26], [2.10, 1.50, 0.60], [2.34, -0.41, -1.69], [3.22, -0.05, -1.84], [1.85, 0.23, -1.12], [0.46, -1.22, 4.88], [-0.29, -1.19, 4.29], [0.93, -0.39, 4.70], [-3.17, 2.26, -1.39], [-3.06, 3.20, -1.54], [-3.48, 1.88, -2.21], [2.49, -1.83, 1.71], [2.33, -1.93, 0.74], [2.33, -2.67, 2.14], [-0.59, 2.47, -3.49], [-0.49, 1.52, -3.32], [0.19, 2.71, -3.98], [2.03, -2.81, -0.72], [1.88, -1.99, -1.25], [2.90, -3.03, -1.06]],
  "nbo_charge": [-0.65, -0.16, 0.00, -0.66, -0.42, -0.53, 0.49, -0.60, 0.21, 0.21, 0.24, 0.17, 0.21, 0.22, 0.23, 0.22, 0.23, 0.23, 0.23, 0.14, -0.98, 0.50, 0.51, -0.99, 0.50, 0.50, -0.98, 0.49, 0.47, -1.04, 0.51, 0.51, -1.02, 0.50, 0.53, -0.95, 0.46, 0.49, -0.96, 0.48, 0.49, -1.01, 0.50, 0.49, -0.97, 0.50, 0.47, -0.96, 0.50, 0.47]
}

***

Record 3
{
  "formula": "C7H33FeN8O11",
  "method": "the ωB97M-V functional and the def2-TZVPD basis",
  "spin_multiplicity": 5,
  "largest_force_ev_per_a": 6.044,
  "lumo_energy_ev": [-3.818, -4.189],
  "charge": 1,
  "e_homo_ev": [-11.43, -11.43],
  "elements": ["Fe", "C", "O", "H", "H", "H", "C", "C", "O", "O", "H", "H", "H", "H", "H", "H", "C", "O", "N", "N", "H", "H", "H", "H", "C", "O", "N", "N", "H", "H", "H", "H", "C", "O", "N", "N", "H", "H", "H", "H", "C", "O", "N", "N", "H", "H", "H", "H", "O", "H", "H", "O", "H", "H", "O", "H", "H", "O", "H", "H"],
  "xyz": [[-2.14, -1.57, 1.72], [-0.14, -0.01, -0.33], [-0.50, -1.11, 0.53], [-0.12, -0.23, -1.39], [-0.85, 0.81, -0.26], [0.87, 0.28, -0.03], [1.57, -0.71, -4.11], [1.22, -2.13, -3.49], [2.52, -2.79, -3.37], [0.42, -0.02, -4.55], [2.31, -0.71, -4.91], [2.11, -0.18, -3.31], [0.69, -2.69, -4.26], [0.67, -2.10, -2.55], [2.36, -3.46, -2.70], [0.62, 0.90, -4.74], [-1.92, 4.96, 0.60], [-2.43, 6.01, 0.34], [-0.72, 4.75, 1.18], [-2.50, 3.81, 0.54], [-0.26, 5.63, 1.37], [-0.54, 3.89, 1.68], [-3.27, 3.73, -0.11], [-1.95, 2.97, 0.65], [-1.19, 0.80, 3.91], [-1.66, -0.08, 3.20], [-1.42, 1.06, 5.21], [-0.34, 1.66, 3.44], [-0.95, 1.84, 5.66], [-1.98, 0.34, 5.63], [0.03, 1.57, 2.50], [-0.19, 2.47, 4.02], [2.81, 3.19, 0.44], [3.49, 3.09, 1.46], [2.55, 2.30, -0.48], [2.35, 4.30, -0.02], [1.98, 2.42, -1.31], [2.96, 1.39, -0.37], [2.24, 4.37, -1.02], [2.03, 5.02, 0.62], [-2.30, -3.99, -0.55], [-2.68, -3.28, 0.35], [-2.87, -5.11, -0.96], [-1.20, -3.78, -1.17], [-2.44, -5.65, -1.70], [-3.69, -5.52, -0.55], [-1.06, -4.24, -2.06], [-0.67, -2.96, -0.88], [-0.73, -2.98, 2.72], [-0.30, -3.51, 2.05], [-0.63, -3.49, 3.53], [2.19, -2.03, 1.32], [2.01, -2.96, 1.37], [1.35, -1.63, 1.07], [3.51, -0.31, -0.55], [3.03, -0.87, 0.07], [4.41, -0.32, -0.23], [-3.07, -1.24, -2.03], [-2.15, -0.99, -1.98], [-3.45, -0.89, -1.23]],
  "nbo_charge": [1.68, -0.26, -1.05, 0.16, 0.14, 0.18, -0.08, -0.08, -0.71, -0.73, 0.18, 0.16, 0.17, 0.14, 0.46, 0.48, 0.75, -0.62, -0.86, -0.82, 0.41, 0.38, 0.40, 0.36, 0.81, -0.82, -0.80, -0.79, 0.42, 0.42, 0.42, 0.40, 0.74, -0.67, -0.86, -0.83, 0.39, 0.42, 0.39, 0.39, 0.80, -0.80, -0.80, -0.81, 0.40, 0.42, 0.40, 0.43, -0.97, 0.50, 0.51, -0.96, 0.47, 0.50, -0.96, 0.49, 0.49, -0.92, 0.47, 0.46]
}

***

Record 4
{
  "formula": "C7H35Li3N8O11",
  "method": "the ωB97M-V functional and the def2-TZVPD basis",
  "largest_force_ev_per_a": 8.472,
  "lumo_energy_ev": -7.791,
  "charge": 2,
  "e_homo_ev": -10.85,
  "elements": ["Li", "Li", "Li", "C", "C", "C", "O", "H", "H", "H", "H", "H", "H", "H", "C", "O", "N", "N", "H", "H", "H", "H", "C", "O", "N", "N", "H", "H", "H", "H", "C", "O", "N", "N", "H", "H", "H", "H", "C", "O", "N", "N", "H", "H", "H", "H", "O", "H", "H", "O", "H", "H", "O", "H", "H", "O", "H", "H", "O", "H", "H", "O", "H", "H"],
  "xyz": [[-1.97, 20.22, 34.51], [-6.57, 21.47, 31.25], [-1.81, 23.04, 29.43], [-1.84, 16.69, 29.64], [-3.23, 17.29, 29.85], [-4.19, 16.29, 30.46], [-3.22, 18.53, 30.53], [-1.39, 16.43, 30.59], [-1.21, 17.46, 29.21], [-1.90, 15.80, 29.00], [-3.48, 17.46, 28.81], [-4.21, 15.43, 29.79], [-5.18, 16.75, 30.56], [-3.98, 16.02, 31.49], [-11.22, 14.19, 29.43], [-11.75, 13.39, 30.14], [-10.35, 13.95, 28.45], [-11.53, 15.43, 29.46], [-10.25, 14.63, 27.71], [-10.09, 12.97, 28.41], [-12.48, 15.60, 29.76], [-11.21, 15.91, 28.63], [-1.13, 8.52, 26.84], [-2.13, 8.06, 27.37], [-0.15, 7.89, 26.26], [-0.96, 9.76, 26.60], [-0.12, 6.89, 26.10], [0.54, 8.36, 25.70], [-1.68, 10.46, 26.76], [-0.21, 10.03, 25.98], [3.16, 13.99, 23.80], [3.25, 13.24, 24.82], [3.99, 14.01, 22.84], [2.20, 14.82, 23.70], [4.92, 13.88, 23.21], [3.81, 14.80, 22.23], [2.19, 15.46, 22.92], [1.50, 14.74, 24.42], [7.29, 19.81, 29.89], [6.53, 20.79, 30.07], [7.11, 18.82, 29.02], [8.44, 19.63, 30.41], [6.20, 18.67, 28.59], [7.75, 18.05, 29.14], [8.93, 18.79, 30.14], [8.76, 20.28, 31.12], [-8.70, 20.49, 34.20], [-9.60, 20.40, 34.54], [-8.14, 20.22, 34.92], [-9.71, 15.02, 35.67], [-9.19, 15.03, 34.87], [-10.34, 14.31, 35.54], [2.20, 20.16, 33.58], [2.86, 20.84, 33.43], [2.64, 19.35, 33.35], [-4.78, 13.12, 24.98], [-5.02, 13.95, 25.38], [-4.72, 13.32, 24.04], [-8.87, 20.69, 28.43], [-9.81, 20.64, 28.62], [-8.82, 20.73, 27.48], [1.65, 22.80, 27.85], [1.79, 22.55, 26.93], [2.39, 22.42, 28.32]],
  "nbo_charge": [0.99, 0.90, 0.91, -0.62, 0.08, -0.62, -0.96, 0.19, 0.20, 0.21, 0.12, 0.21, 0.19, 0.19, 0.75, -0.64, -0.85, -0.81, 0.38, 0.42, 0.40, 0.35, 0.74, -0.67, -0.82, -0.81, 0.40, 0.38, 0.40, 0.37, 0.73, -0.71, -0.78, -0.81, 0.41, 0.36, 0.38, 0.42, 0.75, -0.71, -0.82, -0.80, 0.40, 0.37, 0.38, 0.42, -0.97, 0.49, 0.47, -0.94, 0.46, 0.48, -0.97, 0.48, 0.49, -0.93, 0.46, 0.47, -0.97, 0.48, 0.48, -0.97, 0.48, 0.49]
}

***

E_tot / eV: -27666.8318, -30300.7857, -76619.9648, -42867.2094